[1]
A 38-piece molecular cluster, C8H88O37P overall in a non-equilibrium geometry, computed with ωB97M-V/def2-TZVPD.

Calculated values
Highest occupied orbital energy in hartree: -0.1224

The geometry in ORCA input format:
```
! RIJCOSX wB97M-V def2-TZVPD def2/J DEFGRID3
* xyz -1 1
P 2.990 1.211 1.166
O 5.556 0.835 -4.473
O 5.658 0.911 -1.493
O -2.118 1.618 5.304
O 2.218 -2.562 -8.710
O 1.365 -7.075 -7.279
O 1.574 -1.991 -11.348
O 2.291 -2.676 1.417
O 0.044 -0.050 4.926
O 2.913 -9.845 -7.281
O 5.442 3.568 1.726
O 4.971 0.178 4.223
O -0.717 6.358 5.231
O -9.458 -0.760 4.274
O -7.798 -1.011 6.729
O -10.315 1.496 2.545
O 4.258 6.491 8.979
O 2.154 0.794 6.550
O 1.826 4.472 -2.254
O 1.075 4.818 6.715
O -1.021 -5.394 -2.139
O -0.827 -2.214 -5.424
O -3.018 -7.196 -5.379
O 6.592 6.250 3.764
O 0.295 -4.671 -9.443
O -2.611 -3.365 -3.661
O 1.510 7.703 7.775
O 1.888 -0.986 -6.319
O -2.953 2.253 -0.406
O -5.180 -0.637 2.124
O 8.354 3.702 2.885
O -0.481 1.999 -3.008
O -8.964 -4.073 5.732
O -0.179 -5.919 -4.888
O -2.064 4.135 -3.996
O -0.979 2.537 2.497
O 2.574 3.829 3.823
O -7.934 -0.217 0.926
C -1.323 -1.459 -0.306
C -0.581 -2.223 -1.577
C -2.687 -2.089 0.368
C 1.444 -0.283 -1.624
C 0.694 0.488 -0.383
C 1.428 1.868 0.204
C -0.710 -0.050 0.330
C 0.824 -1.684 -2.290
H 1.091 -6.544 -6.516
H 4.843 0.263 -4.794
H 5.947 2.965 1.161
H 3.079 3.225 3.258
H -1.213 0.546 1.219
H 1.450 -7.971 -6.922
H -9.330 -4.933 5.986
H 0.699 5.616 6.314
H 4.490 -0.381 3.594
H -0.128 -5.065 -4.433
H -4.248 -0.809 2.328
H 1.880 1.325 7.313
H 1.402 -1.816 -6.443
H -1.397 6.878 4.776
H 1.632 -2.274 0.831
H -8.102 -1.832 6.313
H -10.571 0.662 2.124
H 0.829 -5.297 -8.931
H 1.914 -3.383 -9.126
H 4.304 0.808 4.535
H -10.664 1.421 3.446
H -1.529 3.509 -3.484
H -1.380 1.870 -2.670
H -7.105 -0.286 1.423
H 1.364 -2.253 -3.177
H 8.439 2.805 3.242
H 1.017 -1.205 -11.450
H 6.016 0.073 -1.162
H 1.708 2.534 -0.716
H 8.080 4.232 3.648
H -3.852 2.123 -0.068
H -1.087 -5.950 -5.226
H -1.760 0.781 5.635
H -6.867 -1.183 6.933
H -3.367 -8.100 -5.393
H -1.325 -6.215 -2.555
H 2.438 0.180 -2.032
H 3.572 2.529 1.215
H 0.515 0.189 4.114
H -5.484 -1.458 1.708
H -8.988 -0.521 3.462
H -2.289 -3.317 -4.574
H -1.066 5.454 5.217
H -2.963 4.006 -3.658
H -3.698 -6.676 -5.834
H -2.894 -3.109 -0.214
H -1.046 -3.200 -2.022
H 7.063 6.489 2.952
H -9.238 -0.046 4.891
H 1.350 4.282 5.956
H -0.089 -5.566 -1.934
H 3.005 -10.422 -8.054
H 2.239 -1.724 -10.697
H 5.980 0.959 -2.406
H 1.236 8.233 8.538
H -0.604 -4.801 -9.105
H 2.449 -0.147 1.121
H -1.796 1.666 4.391
H -0.161 -1.946 -4.772
H 6.812 6.964 4.381
H -8.260 0.671 1.136
H 5.228 1.732 -4.638
H 2.239 -0.103 6.907
H -2.418 1.627 0.106
H 1.749 -0.507 -7.149
H 0.053 1.374 -2.496
H 3.153 4.600 3.919
H 3.578 7.011 8.524
H 1.113 3.900 -2.576
H -0.314 2.804 3.149
H -3.541 -1.297 0.233
H 4.160 0.672 1.863
H -1.536 3.323 2.396
H 1.498 5.369 -2.419
H 1.595 6.806 8.132
H 3.149 -2.735 -8.505
H 0.264 0.665 5.543
H 3.709 0.978 -0.080
H 3.045 -2.853 0.834
H -1.384 -1.427 -5.525
H 2.289 1.371 2.422
H 6.021 4.339 1.822
H -2.253 -4.202 -3.330
H -2.447 -2.319 1.497
H 3.805 -9.492 -7.144
H -9.711 -3.611 5.324
H 0.692 2.471 0.901
H 3.908 5.587 8.965
*
```

=====

[2]
An isolated molecule of C21H19NO4, computed with ωB97M-V/def2-TZVPD.

Calculated values
Structure (SMILES): O=C(O)C[C@@H](NC(=O)C(c1ccccc1)c1ccccc1)c1ccco1
Highest occupied orbital energy in hartree: -0.3161
Relative energy (zero: lowest compared OMol25 entry of this formula, charge and spin) in kJ/mol: 82.2

The geometry in ORCA input format:
```
! RIJCOSX wB97M-V def2-TZVPD def2/J DEFGRID3
* xyz 0 1
O -0.100 -1.585 -0.521
O -4.730 -2.729 -0.809
O -2.404 1.648 0.231
O -5.033 -1.313 0.880
N -0.963 -0.689 1.378
C 0.049 -0.974 0.510
C 1.000 1.458 -0.705
C 3.694 -3.101 -0.268
C -2.713 1.586 -1.968
C -2.816 -2.063 0.492
C -2.531 0.349 -0.133
C 1.048 3.399 1.267
C 0.792 2.784 -1.034
C 3.601 -0.337 -0.267
C -2.717 0.256 -1.479
C 4.675 -0.996 -0.842
C 1.253 2.070 1.599
C 1.236 1.090 0.617
C -2.517 2.384 -0.887
C 0.814 3.758 -0.049
C -2.364 -0.675 0.951
C 2.563 -1.056 0.309
C -4.270 -2.084 0.091
C 2.625 -2.444 0.312
C 1.386 -0.372 0.965
C 4.722 -2.378 -0.849
H 5.475 -0.423 -1.288
H 1.067 4.154 2.040
H 1.435 1.797 2.630
H -2.440 3.448 -0.780
H -2.953 -0.368 1.822
H 3.726 -4.181 -0.266
H -2.684 -2.770 1.314
H 1.826 -3.013 0.764
H -0.746 -0.038 2.117
H 5.558 -2.891 -1.303
H 3.576 0.743 -0.266
H -5.959 -1.361 0.595
H -2.838 1.895 -2.986
H 1.478 -0.487 2.052
H -2.207 -2.398 -0.347
H 0.974 0.694 -1.468
H 0.649 4.793 -0.306
H -2.842 -0.638 -2.053
H 0.604 3.057 -2.062
*
```

=====

[3]
C33H53N2O2P2STc as an isolated structure in a non-equilibrium geometry, computed with ωB97M-V/def2-TZVPD.

Calculated values
Highest occupied orbital energy (spin up / spin down) in hartree: -0.5787 / -0.5994
⟨S²⟩: 3.8277

The geometry in ORCA input format:
```
! RIJCOSX wB97M-V def2-TZVPD def2/J DEFGRID3
* xyz 3 4
Tc -0.005 -0.008 -0.074
S -1.151 -0.706 3.539
P 2.259 -0.746 -0.333
P -2.368 0.056 -0.424
O 0.828 2.430 1.571
O -0.500 -0.951 2.165
N 0.257 0.885 -1.663
N -0.439 -1.617 -1.564
C -1.465 -1.545 -2.436
C 0.485 1.501 0.939
C 0.358 3.660 -3.675
C -3.499 -1.316 0.258
C 1.814 -2.241 -1.151
C 3.487 -0.004 -1.629
C -0.856 -2.268 4.385
C -4.638 -1.688 -0.707
C -1.632 -2.499 -3.434
C -0.751 -3.585 -3.480
C -3.086 2.258 1.127
C 3.990 0.021 1.714
C 0.442 1.410 -2.701
C 0.580 -2.515 -1.770
C 3.024 -0.363 -3.047
C 4.269 -2.391 0.952
C 3.505 1.514 -1.412
C 0.796 1.723 -5.107
C 0.530 2.262 -3.821
C -4.661 1.642 -0.761
C 4.912 -0.566 -1.533
C 3.283 -1.246 1.207
C -2.461 2.731 -1.227
C -2.403 -0.369 -2.239
C 2.346 -1.760 2.302
C -0.015 0.356 4.440
C -4.091 -0.874 1.603
C 0.342 -3.610 -2.635
C 0.501 4.502 -4.777
C 0.959 2.579 -6.197
C 0.818 3.963 -6.031
C -2.656 -2.581 0.473
C -3.196 1.737 -0.317
H 2.530 1.962 -1.621
H -5.282 1.051 -0.079
H 4.764 0.389 1.033
H 3.794 1.781 -0.388
H -5.308 -2.378 -0.174
H 0.201 -2.344 4.666
H 0.362 5.581 -4.652
H -2.036 2.378 1.428
H -1.791 -2.394 1.119
H 0.633 -0.249 5.085
H 3.702 0.109 -3.775
H 1.066 -4.420 -2.610
H 3.272 0.834 1.893
H -5.075 2.661 -0.769
H 3.753 -3.299 0.622
H 4.237 1.962 -2.101
H 3.051 -1.446 -3.213
H -1.495 -2.291 5.273
H 1.766 -2.628 1.967
H 1.639 -0.998 2.643
H 4.478 -0.209 2.672
H -5.238 -0.830 -1.024
H -3.568 3.246 1.161
H 1.193 2.159 -7.180
H 2.948 -2.069 3.169
H -4.272 -2.217 -1.595
H 5.423 -0.339 -0.593
H 2.549 -3.045 -1.152
H -2.506 2.449 -2.286
H 0.106 4.055 -2.686
H 0.952 4.632 -6.886
H -3.289 -3.338 0.957
H -4.758 1.244 -1.780
H -2.304 -2.998 -0.476
H -3.584 1.611 1.855
H -1.128 -3.081 3.703
H 4.760 -2.618 1.910
H -1.409 2.846 -0.933
H -3.411 -0.598 -2.601
H -0.930 -4.396 -4.182
H -2.062 0.502 -2.818
H -4.616 -1.735 2.044
H 5.063 -2.164 0.241
H -2.948 3.712 -1.120
H 5.507 -0.101 -2.335
H -4.825 -0.066 1.504
H 4.931 -1.647 -1.716
H 0.858 0.641 -5.224
H 2.015 -0.010 -3.262
H -3.304 -0.577 2.309
H -2.467 -2.386 -4.126
H -0.644 1.007 5.060
H 0.569 0.963 3.741
*
```

=====

[4]
C28H39IrN7O5PS3 as an isolated structure, computed with ωB97M-V/def2-TZVPD.

Calculated values
Highest occupied orbital energy in hartree: -0.2385
Relative energy (zero: lowest compared OMol25 entry of this formula, charge and spin) in kJ/mol: 178.8

The geometry in ORCA input format:
```
! RIJCOSX wB97M-V def2-TZVPD def2/J DEFGRID3
* xyz 0 1
Ir 1.349 1.431 -0.656
S -4.232 2.382 1.565
S -2.053 -0.224 1.395
S 0.183 -0.526 -1.146
P -3.890 0.464 1.772
O -4.356 -0.059 3.236
O -4.998 -0.293 0.884
O -0.608 3.167 2.108
O 2.457 0.195 0.877
O 2.472 1.074 -2.364
N -0.191 2.611 -1.159
N 1.865 5.520 -0.395
N 2.633 -1.255 -2.161
N -1.265 4.478 -0.828
N 2.181 3.356 -0.387
N 0.787 1.544 1.250
N 1.499 -2.791 -0.933
C 5.444 -1.240 -5.238
C 2.511 -3.785 -1.314
C -3.263 1.316 4.921
C -0.763 -3.843 -0.738
C 2.899 -0.077 -2.691
C 1.542 0.507 3.215
C 3.390 3.964 -0.164
C 1.658 0.678 1.730
C 3.894 -0.077 -3.809
C 4.183 1.111 -4.476
C 0.429 -3.223 -0.025
C 0.041 2.167 2.250
C -4.671 -2.637 1.624
C 1.564 -1.552 -1.416
C 1.285 4.317 -0.540
C 5.727 -0.055 -5.902
C 5.095 1.121 -5.520
C 2.284 -4.349 -2.710
C -3.489 -0.083 4.375
C -5.062 -1.680 0.512
C 3.207 5.310 -0.155
C 4.531 -1.252 -4.196
C -0.055 3.899 -0.886
C -2.208 3.503 -1.041
C -1.532 2.343 -1.260
C 0.333 1.403 3.537
C -4.278 -1.907 -0.769
C -4.141 -1.000 5.394
H -5.114 -0.601 5.689
H 1.303 -4.817 -2.791
H 4.306 -2.166 -3.665
H -2.619 1.272 5.804
H 1.399 -0.540 3.477
H -4.467 -2.916 -1.144
H 2.460 -4.581 -0.573
H -3.612 -2.541 1.868
H -0.559 0.809 3.745
H 3.890 6.125 0.004
H 0.502 2.096 4.359
H -0.491 -4.767 -1.251
H 3.683 2.018 -4.171
H -3.262 3.689 -0.962
H 3.041 -5.102 -2.936
H 4.289 3.393 -0.011
H -4.288 -1.995 4.973
H 5.938 -2.157 -5.532
H 5.311 2.046 -6.038
H -3.515 -1.086 6.284
H -4.218 1.765 5.201
H 0.098 -2.360 0.551
H 6.439 -0.047 -6.717
H -2.533 -0.518 4.054
H -2.804 1.963 4.172
H 2.349 -3.557 -3.456
H -5.255 -2.445 2.523
H -6.125 -1.824 0.300
H 3.494 -3.324 -1.244
H -1.544 -4.068 -0.011
H 0.876 -3.938 0.667
H -1.919 1.347 -1.388
H -1.468 5.395 -0.473
H -3.210 -1.783 -0.588
H -1.178 -3.146 -1.468
H -4.868 -3.659 1.289
H 2.463 0.848 3.690
H -4.592 -1.192 -1.530
H 1.413 6.414 -0.469
*
```

=====

[5]
A 8-piece molecular cluster, C5H25NO7 overall in a non-equilibrium geometry, computed with ωB97M-V/def2-TZVPD.

Calculated values
Structure (SMILES): CC/C=C(/C)N.O.O.O.O.O.O.O
Highest occupied orbital energy in hartree: -0.2835
Relative energy (zero: lowest compared OMol25 entry of this formula, charge and spin) in kJ/mol: 152.2

The geometry in ORCA input format:
```
! RIJCOSX wB97M-V def2-TZVPD def2/J DEFGRID3
* xyz 0 1
O -0.144 1.605 3.819
O -1.425 -2.142 3.241
O 0.733 -1.173 2.060
O 0.149 3.593 0.432
O -0.495 -4.388 0.909
O 2.658 1.065 -0.112
O 1.455 3.176 -1.826
N -0.712 0.608 -0.167
C -0.803 -1.203 -1.679
C -1.438 -0.237 -1.022
C -2.917 -0.063 -1.160
C 0.725 -1.335 -1.678
C 1.242 -0.306 -2.666
H -1.445 -2.172 4.197
H -1.286 -2.007 -2.204
H 0.464 0.403 -2.959
H 0.125 -3.657 0.819
H 1.006 3.812 -1.243
H 2.679 1.418 -1.011
H -0.501 3.945 1.051
H -1.262 -1.197 3.121
H 1.163 -1.059 1.230
H 1.383 -0.544 -3.743
H 2.273 0.060 -2.617
H -1.163 1.494 -0.079
H 1.159 -1.292 -0.686
H 0.050 0.775 3.366
H 0.862 3.269 0.991
H -3.036 0.708 -1.921
H -3.426 -0.935 -1.549
H -3.326 0.366 -0.246
H 0.661 1.834 4.289
H -1.107 -4.069 1.562
H 0.266 0.599 -0.409
H 3.147 0.254 -0.169
H 0.795 3.119 -2.527
H 0.654 -1.955 2.607
H 0.836 -2.367 -2.020
*
```

=====

[6]
C13H18B11Br6N2O2Sr as an isolated structure, computed with ωB97M-V/def2-TZVPD.

Calculated values
Highest occupied orbital energy in hartree: -0.4266
Relative energy (zero: lowest compared OMol25 entry of this formula, charge and spin) in kJ/mol: 18.4

The geometry in ORCA input format:
```
! RIJCOSX wB97M-V def2-TZVPD def2/J DEFGRID3
* xyz 1 1
Sr -0.033 -0.931 0.962
Br -0.321 -3.957 0.623
Br -2.659 -3.531 6.385
Br -3.319 -4.847 2.824
Br -1.654 -1.490 3.413
Br 2.179 -1.996 2.812
Br 0.742 -1.741 6.336
O 1.953 0.158 -0.120
O -1.881 0.279 -0.123
N 1.182 2.355 -0.084
N 0.224 1.924 0.560
C -2.098 2.571 0.438
C 2.240 1.338 -0.211
C -0.400 4.217 1.255
C 0.733 -5.918 4.563
C 3.795 3.233 -0.614
C 5.924 1.426 -0.651
C -0.830 2.888 0.728
C -2.592 1.282 -0.080
C 6.143 2.792 -0.814
C 3.570 1.861 -0.445
C -4.012 1.234 -0.528
C 5.087 3.692 -0.797
C 4.641 0.957 -0.466
B -1.222 -4.124 5.239
B 0.226 -4.938 5.852
B 1.610 -4.495 4.835
B -0.938 -5.828 4.846
B 1.302 -5.111 3.192
B -0.135 -4.301 2.575
B 1.024 -3.414 3.578
B -0.277 -5.937 3.204
B -0.717 -3.186 3.823
B 0.370 -3.286 5.227
B -1.538 -4.744 3.579
H -4.169 1.963 -1.326
H -0.431 -6.907 2.555
H -1.528 -6.740 5.297
H 5.273 4.749 -0.931
H -2.838 3.348 0.576
H 1.220 -6.847 4.820
H 0.265 4.694 0.534
H 4.447 -0.098 -0.332
H 7.152 3.156 -0.958
H 2.187 -5.524 2.533
H -4.666 1.528 0.297
H 6.756 0.737 -0.667
H 0.161 4.090 2.183
H 0.406 -5.263 6.968
H 2.706 -4.512 5.265
H 2.964 3.922 -0.615
H -4.269 0.237 -0.872
H -1.260 4.853 1.439
*
```

=====

[7]
C15H18NOPdS4SbSi as an isolated structure in a non-equilibrium geometry, computed with ωB97M-V/def2-TZVPD.

Calculated values
Highest occupied orbital energy (spin up / spin down) in hartree: -0.0449 / -0.0443
Relative energy (zero: lowest compared OMol25 entry of this formula, charge and spin) in kJ/mol: 287.9

The geometry in ORCA input format:
```
! RIJCOSX wB97M-V def2-TZVPD def2/J DEFGRID3
* xyz -2 1
Sb 4.136 -0.846 1.470
Pd 1.786 -1.123 0.472
S 5.438 -2.304 2.770
S 5.148 1.236 1.775
S 2.093 -0.610 2.768
S 1.749 -2.286 -1.566
Si -0.119 -1.467 -1.000
O 2.693 0.716 -0.858
N 1.545 2.581 -1.464
C -1.048 -2.674 0.133
C -2.811 -4.289 0.458
C 0.573 3.185 -2.327
C -0.836 0.255 -0.463
C -0.974 2.088 1.115
C -1.926 0.802 -1.132
C -0.378 0.918 0.673
C -0.593 -2.951 1.416
C -2.347 -4.557 1.736
C -2.054 2.620 0.429
C -2.163 -3.353 -0.327
C 1.937 3.330 -0.294
C 1.948 1.298 -1.614
C -1.238 -3.876 2.215
C -2.527 1.972 -0.701
H 2.690 2.757 0.246
H 0.909 4.188 -2.608
H -3.383 2.369 -1.237
H 0.313 -2.444 1.794
H 1.083 3.510 0.364
H -2.504 -3.154 -1.332
H 0.462 2.588 -3.230
H -2.840 -5.305 2.350
H -2.524 3.536 0.770
H 2.361 4.293 -0.599
H -0.857 -4.075 3.209
H 1.566 0.824 -2.538
H -0.787 -1.567 -2.340
H -2.315 0.302 -2.010
H 0.473 0.498 1.238
H -0.404 3.263 -1.837
H -0.605 2.568 2.014
H -3.670 -4.819 0.060
*
```

=====

Repeat the fourth record exactly.
C28H39IrN7O5PS3 as an isolated structure, computed with ωB97M-V/def2-TZVPD.

Calculated values
Highest occupied orbital energy in hartree: -0.2385
Relative energy (zero: lowest compared OMol25 entry of this formula, charge and spin) in kJ/mol: 178.8

The geometry in ORCA input format:
```
! RIJCOSX wB97M-V def2-TZVPD def2/J DEFGRID3
* xyz 0 1
Ir 1.349 1.431 -0.656
S -4.232 2.382 1.565
S -2.053 -0.224 1.395
S 0.183 -0.526 -1.146
P -3.890 0.464 1.772
O -4.356 -0.059 3.236
O -4.998 -0.293 0.884
O -0.608 3.167 2.108
O 2.457 0.195 0.877
O 2.472 1.074 -2.364
N -0.191 2.611 -1.159
N 1.865 5.520 -0.395
N 2.633 -1.255 -2.161
N -1.265 4.478 -0.828
N 2.181 3.356 -0.387
N 0.787 1.544 1.250
N 1.499 -2.791 -0.933
C 5.444 -1.240 -5.238
C 2.511 -3.785 -1.314
C -3.263 1.316 4.921
C -0.763 -3.843 -0.738
C 2.899 -0.077 -2.691
C 1.542 0.507 3.215
C 3.390 3.964 -0.164
C 1.658 0.678 1.730
C 3.894 -0.077 -3.809
C 4.183 1.111 -4.476
C 0.429 -3.223 -0.025
C 0.041 2.167 2.250
C -4.671 -2.637 1.624
C 1.564 -1.552 -1.416
C 1.285 4.317 -0.540
C 5.727 -0.055 -5.902
C 5.095 1.121 -5.520
C 2.284 -4.349 -2.710
C -3.489 -0.083 4.375
C -5.062 -1.680 0.512
C 3.207 5.310 -0.155
C 4.531 -1.252 -4.196
C -0.055 3.899 -0.886
C -2.208 3.503 -1.041
C -1.532 2.343 -1.260
C 0.333 1.403 3.537
C -4.278 -1.907 -0.769
C -4.141 -1.000 5.394
H -5.114 -0.601 5.689
H 1.303 -4.817 -2.791
H 4.306 -2.166 -3.665
H -2.619 1.272 5.804
H 1.399 -0.540 3.477
H -4.467 -2.916 -1.144
H 2.460 -4.581 -0.573
H -3.612 -2.541 1.868
H -0.559 0.809 3.745
H 3.890 6.125 0.004
H 0.502 2.096 4.359
H -0.491 -4.767 -1.251
H 3.683 2.018 -4.171
H -3.262 3.689 -0.962
H 3.041 -5.102 -2.936
H 4.289 3.393 -0.011
H -4.288 -1.995 4.973
H 5.938 -2.157 -5.532
H 5.311 2.046 -6.038
H -3.515 -1.086 6.284
H -4.218 1.765 5.201
H 0.098 -2.360 0.551
H 6.439 -0.047 -6.717
H -2.533 -0.518 4.054
H -2.804 1.963 4.172
H 2.349 -3.557 -3.456
H -5.255 -2.445 2.523
H -6.125 -1.824 0.300
H 3.494 -3.324 -1.244
H -1.544 -4.068 -0.011
H 0.876 -3.938 0.667
H -1.919 1.347 -1.388
H -1.468 5.395 -0.473
H -3.210 -1.783 -0.588
H -1.178 -3.146 -1.468
H -4.868 -3.659 1.289
H 2.463 0.848 3.690
H -4.592 -1.192 -1.530
H 1.413 6.414 -0.469
*
```